{
  "formula": "C24H66N2O16",
  "method": "ωB97M-V/def2-TZVPD",
  "elements": ["C", "C", "O", "O", "H", "H", "H", "H", "H", "H", "C", "C", "O", "O", "H", "H", "H", "H", "H", "H", "C", "C", "O", "O", "H", "H", "H", "H", "H", "H", "C", "C", "O", "O", "H", "H", "H", "H", "H", "H", "C", "C", "O", "O", "H", "H", "H", "H", "H", "H", "C", "C", "O", "O", "H", "H", "H", "H", "H", "H", "C", "O", "C", "C", "N", "C", "C", "O", "C", "H", "H", "H", "H", "H", "H", "H", "H", "H", "H", "H", "H", "H", "H", "H", "C", "O", "C", "C", "N", "C", "C", "O", "C", "H", "H", "H", "H", "H", "H", "H", "H", "H", "H", "H", "H", "H", "H", "H"],
  "positions_angstrom": [[-4.69380, 9.57149, -1.97587], [-6.16935, 9.52383, -1.60255], [-6.77426, 10.75443, -1.92734], [-3.97324, 10.26317, -0.94447], [-4.64340, 10.13161, -2.91170], [-4.27232, 8.57981, -2.14180], [-6.29807, 9.50762, -0.51404], [-6.70224, 8.68736, -2.06275], [-7.72315, 10.58871, -1.98527], [-3.20411, 9.77116, -0.65239], [-11.60844, 17.39839, 6.51300], [-11.77450, 16.10147, 5.62926], [-11.11937, 14.96745, 6.18350], [-10.42914, 18.06727, 6.11692], [-11.59390, 17.05454, 7.54663], [-12.44994, 17.99427, 6.14980], [-11.50976, 16.27240, 4.58383], [-12.82595, 15.81449, 5.68274], [-10.17196, 15.13088, 6.13334], [-10.42920, 18.96037, 6.46983], [-9.94682, 12.26390, -3.34589], [-11.47117, 12.23872, -3.55776], [-12.10744, 13.31904, -2.88372], [-9.59898, 11.58948, -2.15412], [-9.59587, 13.29426, -3.25085], [-9.46770, 11.86800, -4.24031], [-12.06424, 11.33363, -3.40257], [-11.70261, 12.38959, -4.62257], [-13.04986, 13.17212, -2.78878], [-9.78531, 12.13483, -1.37662], [-9.05402, 13.03079, 2.23493], [-9.55191, 12.07654, 1.13487], [-10.27058, 12.88302, 0.20052], [-10.04435, 13.28757, 3.26697], [-8.67620, 14.01009, 1.94375], [-8.18045, 12.67890, 2.79228], [-10.08142, 11.17024, 1.42512], [-8.64041, 11.78008, 0.61036], [-11.08936, 13.12919, 0.64336], [-10.44874, 14.13779, 2.95715], [-6.72589, 9.26087, 2.56377], [-6.12116, 10.51831, 3.10101], [-6.89822, 10.99774, 4.17456], [-8.08249, 9.33511, 2.14758], [-6.50946, 8.40948, 3.21914], [-6.17716, 9.00123, 1.65485], [-6.26899, 11.21437, 2.26462], [-5.07602, 10.40730, 3.39234], [-6.48520, 11.80045, 4.50357], [-8.52111, 9.79389, 2.87635], [-10.81551, 10.44351, 7.31612], [-10.31242, 10.97208, 5.93768], [-9.60316, 12.16759, 6.27312], [-9.71768, 10.13873, 8.13376], [-11.59394, 9.69447, 7.18119], [-11.38255, 11.31462, 7.66334], [-11.13227, 11.27499, 5.28362], [-9.66232, 10.24579, 5.44635], [-9.01633, 12.44066, 5.56305], [-9.16827, 10.92695, 8.18600], [-14.29411, 8.38432, 2.88338], [-14.35647, 9.63875, 3.49081], [-13.33617, 10.58262, 3.19049], [-13.82837, 11.97229, 3.11317], [-12.96120, 12.87826, 2.40680], [-13.30802, 14.28887, 2.47938], [-12.54634, 15.21330, 1.57301], [-11.19777, 15.36719, 2.05279], [-10.36213, 16.26730, 1.36407], [-14.42860, 8.50160, 1.80227], [-15.08966, 7.72765, 3.23167], [-13.35569, 7.84098, 3.03367], [-12.83408, 10.19372, 2.29336], [-12.52365, 10.41090, 3.90544], [-13.98660, 12.24742, 4.16823], [-14.82517, 12.05147, 2.67054], [-12.00969, 12.65318, 2.67711], [-13.16962, 14.56862, 3.53146], [-14.37902, 14.39846, 2.29915], [-13.00413, 16.20403, 1.62255], [-12.54332, 14.85761, 0.53942], [-9.91639, 15.88141, 0.44309], [-9.54928, 16.57732, 2.01985], [-10.91475, 17.15285, 1.03566], [-6.42355, 19.60049, -1.90864], [-5.95642, 18.69793, -0.93910], [-6.95866, 18.12930, -0.08495], [-6.51634, 18.12580, 1.37482], [-5.30671, 17.39847, 1.72190], [-5.06186, 15.98367, 1.31997], [-6.09974, 14.96990, 1.83034], [-5.63025, 13.72523, 1.33249], [-5.90710, 13.37680, -0.05370], [-6.71644, 19.08936, -2.83071], [-5.60702, 20.25365, -2.22670], [-7.19854, 20.33414, -1.66893], [-7.17830, 17.15564, -0.52886], [-7.83370, 18.78422, -0.13030], [-7.33499, 17.67346, 1.94708], [-6.46586, 19.11317, 1.83398], [-4.48181, 17.94688, 1.53203], [-4.14386, 15.76409, 1.86241], [-4.92420, 16.00902, 0.23782], [-7.09936, 15.30042, 1.53487], [-6.06594, 14.86492, 2.91367], [-5.40365, 12.49491, -0.45407], [-5.81656, 14.13515, -0.83099], [-6.92029, 12.96422, -0.04382]],
  "forces_ev_per_a": [[-0.2356, 0.0762, 0.4420], [0.0265, 0.2728, 0.8964], [-0.2428, 0.3007, -0.8953], [-0.1899, 0.1964, -0.2103], [0.2321, 0.0593, -0.0189], [-0.1130, -0.0943, 0.0665], [0.4804, -0.9698, 0.0495], [0.1843, -0.0724, -0.0898], [-0.2398, 0.5554, -0.0336], [-0.0332, -0.1484, -0.1956], [-0.3465, -1.3541, -2.4161], [-0.0681, 0.2251, 1.5156], [0.2250, 0.4065, -0.3099], [0.6159, -0.0653, 0.1091], [-0.2942, 0.4387, 0.1573], [-0.3330, 0.2298, 0.9406], [0.1537, 0.1866, 0.0068], [-0.1180, 0.2080, -0.1443], [0.0606, -0.2339, 0.0192], [0.0017, -0.0317, 0.0901], [-1.3517, 0.1984, 0.8509], [-0.9380, 0.7495, -1.6401], [0.4684, 0.4835, 0.7630], [0.7394, -0.9232, -0.4254], [-0.3559, 0.2261, -0.2858], [0.2022, -0.5538, 0.3434], [0.9502, -0.5238, 0.7873], [0.5825, 0.1936, -0.2705], [0.0070, -0.2371, -0.0816], [-0.3791, 0.2751, -0.0941], [-0.0241, -0.6536, 2.1243], [1.7561, 1.8634, -0.2086], [-0.3816, -0.4137, -0.0045], [0.0004, 0.5111, -0.9207], [-0.3739, -0.1592, -1.1636], [-0.0956, -0.8111, -0.2690], [-0.1380, 0.2121, 0.4038], [-0.1393, -0.3470, -0.1223], [-0.3462, 0.0184, -0.2514], [-0.0064, -0.7438, 0.6191], [0.9411, -1.5622, -0.6112], [-0.9065, 0.7926, -1.1381], [-0.3267, -0.0556, 0.8438], [0.3247, 0.5651, 0.8436], [-0.5711, 0.0043, 0.3507], [0.1424, 0.1670, -0.0214], [0.7524, 0.3407, 0.0952], [0.0311, -0.1542, -0.2739], [-0.0430, 0.0193, 0.0501], [-0.2975, -0.0731, -0.0829], [-0.0852, 1.9886, -1.8206], [-0.1024, 0.2288, 0.7484], [0.4356, -0.1573, 0.3810], [-0.4688, -0.8331, 0.3161], [0.6919, -0.7819, 0.3129], [0.0821, 0.0388, 0.5616], [-0.1973, -0.3557, -0.0141], [0.0516, -0.0522, -0.0357], [-0.2439, -0.1614, -0.2855], [-0.0994, 0.1276, -0.1998], [0.3257, -0.1507, -0.9330], [-0.8861, 0.7020, 1.0255], [1.3358, -3.0443, -1.0076], [-1.3253, 1.1539, 0.7596], [0.7053, -0.7607, -1.2624], [0.0673, -0.8165, 1.3916], [0.5848, 0.3832, 0.1191], [-0.1868, -0.3202, 0.0768], [-0.0917, 0.5970, -0.6646], [0.0536, -0.1122, -0.1318], [-0.1347, 0.3616, 0.3040], [0.1979, 0.2029, 0.2086], [-0.2705, 0.6755, -0.6318], [-0.1358, 0.6151, 0.4725], [0.0039, 0.4580, 0.0829], [-0.0045, -0.4701, -0.1496], [0.1786, 0.6937, 0.1876], [0.0052, 0.7026, -0.0052], [-0.0007, -0.0645, -0.2949], [-0.1638, 0.0376, -0.1846], [-0.0073, -0.0217, -0.0868], [-0.0937, -0.5628, 0.0612], [-0.1355, -0.0639, 0.1756], [-0.1133, 0.1398, 0.3111], [0.6368, 0.3702, -1.2206], [-0.1143, 0.6228, 0.6270], [0.3899, 1.0947, -0.5503], [-0.0682, -1.3947, 0.2286], [0.0206, -0.0485, 0.6419], [-0.4499, 2.0645, 1.0433], [1.3200, 0.4824, -1.2296], [-0.0056, -0.8100, -1.0071], [-1.4598, -0.6971, 0.5689], [-0.3094, -0.2029, 0.0775], [0.3621, -0.2635, 0.2317], [-0.3452, -0.4969, 0.7865], [-0.2802, -0.2512, 0.5274], [-0.3078, -0.2754, -0.0907], [-0.1968, -0.1710, -0.1329], [0.2729, 0.2498, -0.5325], [-0.0530, 0.0040, -0.1122], [0.2398, -0.3372, -0.5424], [-0.0347, -0.9226, -0.0945], [-0.2139, -0.5194, -0.2467], [-0.0203, 0.2487, 0.0337], [0.9690, 0.1843, 0.8694], [0.0659, 0.5395, 0.4816], [-0.3796, 0.5576, -0.3353]],
  "mulliken_charge": [-0.541, 0.239, -0.412, -0.509, 0.207, 0.464, -0.304, 0.496, 0.227, 0.285, -0.633, -0.031, -0.372, -0.510, 0.304, 0.376, -0.019, 0.291, 0.249, 0.297, -0.473, -0.492, -0.505, -0.511, 0.312, 0.412, 0.332, 0.349, 0.293, 0.341, 1.414, 0.206, -0.579, 0.200, -0.730, -0.282, 0.220, -0.213, 0.082, 0.050, -0.767, 0.110, -0.434, -0.478, 0.315, 0.259, -0.088, 0.429, 0.271, 0.314, -0.793, 0.649, -0.553, -0.574, 0.400, 0.357, -0.211, 0.132, 0.235, 0.341, -0.734, -0.424, -0.507, -0.484, 0.077, -0.580, -0.840, -0.228, -0.947, 0.322, 0.266, 0.289, 0.422, 0.104, 0.289, 0.417, -0.177, 0.170, 0.540, 0.459, 0.325, 0.131, 0.219, 0.468, -0.810, -0.368, -0.106, -0.915, -0.336, -0.640, 0.228, -0.297, -0.145, 0.309, 0.278, 0.318, 0.148, 0.550, 0.183, 0.457, 0.270, 0.248, 0.339, -0.299, 0.279, -0.063, 0.396, -0.044],
  "e_above_lowest_kcal_mol": 69.2,
  "e_tot_ev": -61690.697,
  "smiles": "COCCNCCOC.COCCNCCOC.OCCO.OCCO.OCCO.OCCO.OCCO.OCCO"
}

{
  "formula": "C3H2N2O",
  "method": "ωB97M-V/def2-TZVPD",
  "elements": ["C", "C", "C", "N", "N", "O", "H", "H"],
  "positions_angstrom": [[-1.67522, -0.90376, 0.02214], [-0.13772, 0.70705, 0.13484], [1.34137, -0.01037, 0.03206], [-2.30146, -1.82543, -0.14516], [-1.29386, 0.30683, 0.11524], [0.51419, 1.77022, -0.01887], [1.93774, -0.07191, 0.86710], [1.61495, 0.02738, -1.00734]],
  "forces_ev_per_a": [[-0.0732, 0.3111, 0.1941], [4.4390, -1.3946, -0.7424], [-5.0435, 3.5867, -1.8189], [-1.5235, -3.6232, -0.4012], [-1.0224, 2.9973, 0.4808], [0.9868, -1.3480, 0.6845], [1.5029, -0.0346, 1.5628], [0.7337, -0.4946, 0.0403]],
  "mulliken_charge": [0.335, 0.713, -0.337, -0.396, -0.444, -0.430, 0.307, 0.253],
  "e_above_lowest_kcal_mol": 69.8,
  "e_tot_ev": -8166.687
}

{
  "formula": "C30H34BaN4O6P4Se2Te",
  "method": "ωB97M-V/def2-TZVPD",
  "elements": ["Ba", "N", "C", "C", "P", "O", "O", "O", "P", "O", "O", "O", "H", "H", "H", "H", "H", "H", "H", "H", "Se", "P", "C", "C", "C", "C", "C", "C", "C", "C", "C", "C", "C", "C", "C", "C", "N", "N", "N", "P", "Se", "C", "C", "C", "C", "C", "C", "C", "C", "C", "C", "C", "C", "H", "H", "H", "H", "H", "H", "H", "H", "H", "H", "H", "H", "H", "H", "H", "H", "H", "H", "H", "H", "C", "Te", "C", "H", "H", "H", "H", "H", "H"],
  "positions_angstrom": [[-2.71826, 0.79967, -1.32116], [-4.43161, 4.89127, -2.33732], [-4.91255, 3.57837, -2.92771], [-5.90530, 3.88043, -4.03838], [-5.77459, 2.76365, -1.43938], [-7.06842, 2.07017, -2.07920], [-6.16280, 3.95305, -0.62198], [-4.91292, 1.67566, -0.87304], [-3.35677, 2.78397, -3.51614], [-3.03749, 3.72941, -4.77935], [-3.53537, 1.36007, -3.90509], [-2.38925, 3.06239, -2.39127], [-5.09750, 5.06868, -1.51968], [-4.43514, 5.64353, -3.02197], [-3.47295, 4.73960, -1.98772], [-6.79074, 4.38950, -3.65132], [-6.22733, 2.94399, -4.49137], [-5.44512, 4.49513, -4.81415], [-7.86946, 2.58503, -1.88882], [-2.66052, 3.23718, -5.52546], [2.50376, -4.00998, 1.71196], [2.97073, -2.40146, 0.43614], [3.94976, -2.86555, -1.02440], [4.14240, -1.99359, -2.09594], [4.96610, -2.35631, -3.14521], [5.59875, -3.59270, -3.13959], [5.40497, -4.46334, -2.08220], [4.58309, -4.10022, -1.02501], [4.01609, -1.16216, 1.28238], [4.92923, -0.36266, 0.60239], [5.71650, 0.54327, 1.29480], [5.59237, 0.66868, 2.66819], [4.68765, -0.12808, 3.35240], [3.91418, -1.04671, 2.66373], [1.52181, -1.55215, -0.24157], [0.53334, -0.69082, 0.24661], [-0.33297, -0.50785, -0.76829], [0.08343, -1.20292, -1.80405], [1.18998, -1.83467, -1.51493], [0.11440, 0.13831, 1.77766], [-1.85495, 0.99819, 1.79500], [0.21765, -1.09321, 3.09664], [0.99280, -0.94382, 4.24026], [0.97271, -1.92495, 5.22101], [0.18015, -3.04975, 5.06351], [-0.59606, -3.19951, 3.92365], [-0.57695, -2.22779, 2.94181], [1.33612, 1.44192, 2.06092], [2.33693, 1.68940, 1.12835], [3.21951, 2.74058, 1.32178], [3.10979, 3.54264, 2.44447], [2.10455, 3.30665, 3.37163], [1.21142, 2.26900, 3.17566], [3.62942, -1.04587, -2.12404], [5.10456, -1.67980, -3.97600], [6.23689, -3.87576, -3.96473], [5.88855, -5.42899, -2.07641], [4.41944, -4.77502, -0.19574], [5.05013, -0.45474, -0.46773], [6.43354, 1.14725, 0.75583], [6.20648, 1.37693, 3.20466], [4.59542, -0.04752, 4.42590], [3.24769, -1.70828, 3.19312], [1.62880, -0.08130, 4.36282], [1.58438, -1.81091, 6.10345], [0.17468, -3.81628, 5.82506], [-1.20102, -4.08337, 3.79039], [-1.17576, -2.35091, 2.04203], [2.42836, 1.06086, 0.25229], [3.99599, 2.92484, 0.59497], [3.80222, 4.35883, 2.59611], [2.00673, 3.94117, 4.24045], [0.39737, 2.11826, 3.87238], [-4.64510, -3.40550, -2.84614], [-5.08454, -1.40426, -2.26051], [-5.79115, -1.94980, -0.32536], [-3.79510, -3.79045, -2.29209], [-4.41669, -3.40053, -3.90529], [-5.52340, -4.01654, -2.67059], [-6.69595, -2.54179, -0.42368], [-6.01215, -1.02997, 0.21128], [-5.02498, -2.50976, 0.20830]],
  "forces_ev_per_a": [[1.8793, -1.4046, 0.5537], [-0.4730, 0.1198, 0.6980], [0.0172, 0.0652, -0.0586], [-0.1041, -0.0790, -0.0414], [-0.0205, 0.0992, 0.0435], [-0.2753, 0.0910, 0.0130], [0.1033, 0.0940, -0.1520], [-0.9405, 0.5240, -0.0444], [-0.2522, 0.3048, -0.4464], [0.1664, -0.1322, -0.2122], [-0.1267, 0.0945, 0.0167], [-0.0410, 0.6419, -0.2630], [0.4026, -0.1273, -0.4474], [0.0132, 0.0054, -0.0127], [-0.0616, 0.0338, 0.0402], [0.0081, -0.0068, 0.0009], [-0.0101, 0.0305, -0.0058], [-0.0035, -0.0078, 0.0164], [0.2933, -0.1555, -0.0657], [-0.1184, 0.1117, 0.2130], [-0.0725, 0.0187, 0.0085], [-0.0556, -0.0093, 0.0053], [-0.0063, 0.0193, 0.0222], [-0.0425, -0.1268, 0.0066], [0.0035, -0.0192, -0.0072], [0.0108, 0.0212, -0.0118], [-0.0037, 0.0165, 0.0039], [-0.0226, 0.0146, 0.0339], [-0.0880, -0.0237, 0.0136], [0.0436, 0.0189, -0.0779], [0.0312, -0.0331, -0.0714], [-0.0328, -0.0213, 0.0608], [0.0417, 0.0654, -0.0302], [0.0423, -0.0275, -0.0437], [0.2795, 0.0116, 0.1154], [-0.0976, 0.0547, 0.2059], [-0.1667, 0.1833, 0.1788], [-0.2718, 0.1058, -0.2777], [0.3027, -0.2876, -0.1440], [-0.0061, 0.0340, 0.0685], [0.1543, -0.0488, 0.2013], [0.0572, -0.0317, -0.0443], [-0.0717, -0.0364, -0.0571], [-0.0227, 0.0071, -0.0508], [0.0156, 0.0166, -0.0039], [0.0221, 0.0209, -0.0365], [-0.0789, 0.0133, -0.1186], [0.0166, -0.0594, -0.0643], [-0.0298, -0.0717, 0.0079], [-0.0366, 0.0249, 0.0219], [0.0176, 0.0155, -0.0177], [-0.0165, -0.0168, 0.0162], [-0.0456, -0.0161, 0.0255], [-0.0972, 0.0963, -0.0232], [0.0080, 0.0464, -0.0595], [0.0360, -0.0172, -0.0526], [0.0377, -0.0719, -0.0012], [-0.0142, -0.0311, 0.0312], [0.0158, 0.0109, 0.0229], [0.0375, 0.0344, -0.0228], [0.0499, 0.0646, 0.0519], [-0.0023, 0.0084, 0.0938], [-0.0880, -0.0878, 0.0617], [0.0523, 0.1356, -0.0056], [0.0512, 0.0098, 0.0811], [-0.0065, -0.0435, 0.0471], [-0.0508, -0.0738, -0.0072], [0.0809, 0.0242, 0.1220], [-0.0262, 0.0241, 0.0030], [0.0593, 0.0205, -0.0589], [0.0369, 0.0469, 0.0043], [-0.0081, 0.0426, 0.0565], [-0.0313, -0.0404, 0.0365], [0.0740, 0.0515, 0.1239], [-0.5398, -0.3756, -0.2082], [0.0707, 0.0010, 0.0411], [0.0228, -0.0083, 0.0233], [0.0367, 0.0150, -0.1222], [-0.0736, -0.0535, 0.0054], [-0.0158, -0.0175, 0.0003], [0.0015, 0.0210, 0.0012], [-0.0446, 0.0323, -0.0310]],
  "mulliken_charge": [1.776, -0.287, 0.913, -1.767, 0.711, -0.530, -0.896, -0.538, 0.751, -0.565, -0.740, -1.070, 0.403, 0.340, 0.255, 0.439, 0.363, 0.476, 0.323, 0.359, -0.412, 0.732, 0.546, -0.353, -0.794, -0.465, -0.585, -0.780, 0.561, 0.007, -0.867, -0.525, -0.762, -0.454, 0.996, -0.774, 0.497, -1.097, -0.207, 0.260, -0.540, 0.700, -0.332, -0.534, -0.587, -0.616, -0.458, 0.640, -0.290, -0.646, -0.595, -0.768, -0.488, 0.408, 0.401, 0.379, 0.402, 0.275, 0.335, 0.447, 0.430, 0.447, 0.391, 0.428, 0.419, 0.386, 0.396, 0.334, 0.475, 0.464, 0.421, 0.430, 0.501, -1.031, 0.243, -0.993, 0.314, 0.307, 0.297, 0.355, 0.279, 0.334],
  "e_above_lowest_kcal_mol": 4.8,
  "e_tot_ev": -225751.868
}